A 2-piece molecular cluster, C5H15NO2 overall in a non-equilibrium geometry, computed with the ωB97M-V functional and the def2-TZVPD basis.

The geometry in XYZ format:
```
23
Properties=species:S:1:pos:R:3:mulliken_charge:R:1
C -1.731 0.465 1.820 -0.954
C -1.424 1.730 0.997 -0.409
N -0.484 1.400 -0.067 -0.202
C -0.632 0.109 -0.690 -1.439
C 0.722 -0.719 -0.735 0.747
C 0.422 -2.199 -1.296 -1.516
O 1.783 -0.008 -1.347 -0.522
H -0.917 -0.200 1.626 0.336
H -1.580 0.780 2.920 0.285
H -2.728 0.067 1.839 0.281
H -0.656 2.491 1.504 0.273
H -2.212 2.360 0.792 0.343
H -0.443 2.039 -0.884 0.259
H -0.831 0.178 -1.673 0.679
H -1.428 -0.705 -0.338 0.361
H 1.219 -1.030 0.134 -0.073
H -0.616 -2.591 -0.976 0.322
H 1.260 -2.887 -1.280 0.382
H 0.168 -2.224 -2.337 0.384
H 1.394 0.367 -2.111 0.370
O 3.206 0.277 0.942 -0.628
H 3.001 0.672 0.002 0.366
H 2.509 -0.371 1.156 0.354
```

Values from the calculation:
- SMILES = CCNC[C@@H](C)O.O
- E_tot (hartree) = -404.623402
- orbital gap (eV) = 9.46
- LUMO level (eV) = 0.7
- energy relative to the best compared isomer or geometry (same formula, charge and spin) (kJ/mol) = 345.68



A 2-piece molecular cluster, C5H12N2O overall in a non-equilibrium geometry, computed with the ωB97M-V functional and the def2-TZVPD basis.

The geometry in XYZ format:
```
20
Properties=species:S:1:pos:R:3:lowdin_spin:R:1
C -0.562 -0.080 1.927 0.033
C 0.459 -0.955 1.157 0.056
C 0.214 -0.871 -0.292 0.329
C -0.920 -1.386 -0.876 0.170
N -1.344 -1.049 -2.099 0.314
C -1.620 0.075 -2.589 0.035
N -0.193 1.332 1.811 0.005
H -0.534 -0.375 2.973 0.002
H -1.574 -0.321 1.567 0.001
H 1.469 -0.627 1.419 0.001
H 0.498 -1.972 1.595 0.017
H 1.000 -0.335 -0.791 0.013
H -1.620 -2.059 -0.395 0.003
H -1.667 1.019 -2.038 0.014
H -1.857 0.105 -3.655 0.006
H 0.254 1.528 0.926 0.001
H -0.996 1.945 1.849 0.001
H 3.413 0.824 -1.238 0.000
H 2.768 2.076 -0.707 0.000
O 2.813 1.127 -0.545 0.000
```

Values from the calculation:
- total charge = +1
- E_tot (hartree) = -382.102044
- orbital gap (spin up / spin down) (eV) = 8.35 / 5.55
- 2S+1 = 2
- LUMO level (spin up / spin down) (eV) = -4.7 / -7.5
- energy relative to the best compared isomer or geometry (same formula, charge and spin) (kJ/mol) = 171.34



C8H7CaNO4 as an isolated structure in a non-equilibrium geometry, computed with the ωB97M-V functional and the def2-TZVPD basis.

The geometry in XYZ format:
```
21
Properties=species:S:1:pos:R:3:mulliken_charge:R:1
Ca 0.000 0.001 -0.555 2.429
O -0.006 3.225 -0.359 -0.026
C -0.004 2.114 -0.456 -0.158
C 0.004 -2.113 -0.458 -0.148
O 0.006 -3.223 -0.358 -0.023
C 2.115 0.005 -0.601 -0.076
O 3.228 0.008 -0.587 -0.035
C -2.115 -0.003 -0.601 -0.076
O -3.228 -0.005 -0.586 -0.035
C -0.001 0.652 -2.933 -0.630
H -0.947 1.267 -2.955 0.405
H 0.942 1.270 -2.956 0.405
C 0.001 -0.650 -2.933 -0.633
H 0.946 -1.265 -2.956 0.404
H -0.942 -1.269 -2.955 0.404
C 0.000 -0.033 4.067 -1.288
C 0.000 0.002 2.833 0.545
N 0.000 -0.019 1.690 -0.480
H 0.885 -0.513 4.549 0.340
H -0.885 -0.513 4.549 0.340
H 0.000 1.062 4.562 0.336
```

Values from the calculation:
- total charge = +2
- E_tot (hartree) = -1341.594675
- orbital gap (eV) = 10.03
- LUMO level (eV) = -9.3
- energy relative to the best compared isomer or geometry (same formula, charge and spin) (kJ/mol) = 483.90



A 9-piece molecular cluster, C20H62B4ClN3O13 overall in a non-equilibrium geometry, computed with the ωB97M-V functional and the def2-TZVPD basis.

The geometry in XYZ format:
```
103
Properties=species:S:1:pos:R:3:mulliken_charge:R:1
C -5.664 4.883 5.742 -0.904
C -5.564 3.449 4.913 0.169
O -5.505 3.812 3.478 -0.552
B -4.590 2.840 2.811 -0.205
O -5.211 1.554 2.333 -0.524
B -2.981 3.087 2.530 0.974
O -2.462 3.225 1.125 -0.136
B -1.528 2.089 0.878 0.420
Cl -1.769 1.091 -0.681 -0.223
O -0.462 1.855 1.873 -0.165
B -1.002 2.062 3.257 0.402
C -0.492 1.049 4.448 -0.557
C -1.230 -0.414 4.484 0.675
N -0.135 -1.430 4.870 -0.718
N -1.980 -0.789 3.225 -0.417
N -2.210 -0.432 5.675 -0.638
O -1.933 3.159 3.600 -0.374
H -6.803 5.153 5.954 0.277
H -5.163 5.702 5.037 0.252
H -5.025 4.765 6.719 0.262
H -6.542 2.820 5.184 0.236
H -4.578 2.861 5.212 -0.100
H -4.894 0.839 2.991 0.329
H 0.671 0.851 4.335 0.159
H -0.642 1.592 5.499 0.077
H -0.557 -2.375 5.041 0.300
H 0.472 -1.501 4.002 0.310
H -2.906 -0.268 3.160 -0.027
H -2.292 -1.792 3.391 0.324
H -2.761 0.470 5.690 0.180
H -1.568 -0.362 6.509 0.220
C 1.675 1.663 -2.055 -0.212
C 2.707 0.973 -1.186 -0.293
O 3.781 0.504 -1.988 -0.561
H 1.291 0.976 -2.816 0.027
H 0.838 2.027 -1.452 -0.139
H 2.121 2.510 -2.587 0.315
H 2.263 0.115 -0.674 0.235
H 3.105 1.658 -0.431 0.254
H 4.173 1.275 -2.432 0.312
C 1.811 5.465 0.084 -0.897
C 2.842 4.776 0.953 -0.072
O 3.916 4.306 0.151 -0.517
H 1.427 4.778 -0.677 0.141
H 0.974 5.829 0.687 0.288
H 2.257 6.312 -0.448 0.411
H 2.399 3.917 1.465 0.096
H 3.241 5.460 1.708 0.310
H 4.309 5.077 -0.293 0.288
C 1.216 -2.436 -2.707 -0.558
C 2.159 -3.147 -3.655 -0.099
O 2.534 -2.275 -4.711 -0.566
H 0.320 -2.097 -3.238 0.124
H 0.914 -3.096 -1.889 0.420
H 1.691 -1.545 -2.283 -0.091
H 1.673 -4.024 -4.092 0.268
H 3.063 -3.478 -3.134 0.183
H 2.973 -1.504 -4.312 0.305
C -0.989 0.050 -4.886 -0.791
C -1.137 1.454 -5.435 -0.273
O 0.038 2.205 -5.169 -0.547
H -0.808 0.077 -3.806 -0.005
H -1.889 -0.541 -5.078 0.437
H -0.131 -0.455 -5.340 0.308
H -1.982 1.963 -4.962 0.266
H -1.306 1.437 -6.516 0.270
H 0.781 1.750 -5.600 0.303
C -1.828 5.569 -8.056 -1.149
C -2.069 4.326 -7.226 0.051
O -2.697 3.328 -8.017 -0.523
H -2.773 5.957 -8.451 0.283
H -1.348 6.350 -7.460 0.334
H -1.192 5.343 -8.918 0.336
H -2.722 4.552 -6.378 0.281
H -1.127 3.925 -6.838 0.114
H -2.105 3.128 -8.762 0.297
C 3.990 -5.945 -5.467 -0.978
C 4.935 -6.341 -4.352 -0.163
O 4.802 -7.727 -4.072 -0.506
H 2.954 -6.165 -5.190 0.224
H 4.078 -4.879 -5.692 0.248
H 4.204 -6.516 -6.377 0.434
H 4.704 -5.785 -3.439 0.234
H 5.975 -6.137 -4.627 0.258
H 5.017 -8.213 -4.887 0.277
C 3.221 -10.642 -0.740 -0.967
C 2.880 -9.168 -0.667 -0.191
O 4.059 -8.390 -0.813 -0.506
H 3.936 -10.911 0.044 0.256
H 2.323 -11.256 -0.624 0.319
H 3.692 -10.884 -1.698 0.297
H 2.429 -8.927 0.300 0.275
H 2.175 -8.889 -1.455 0.240
H 4.447 -8.606 -1.679 0.261
C -2.163 1.231 10.575 -1.181
C -1.650 1.154 9.152 -0.170
O -2.726 0.900 8.261 -0.468
H -2.659 0.296 10.857 0.289
H -1.345 1.422 11.275 0.352
H -2.907 2.028 10.676 0.342
H -0.924 0.342 9.051 0.316
H -1.165 2.090 8.859 0.266
H -3.362 1.631 8.353 0.255
```

Values from the calculation:
- SMILES = CCOB(O)B1OB(Cl)OB(CC(N)(N)N)O1.CCO.CCO.CCO.CCO.CCO.CCO.CCO.CCO
- E_tot (hartree) = -2501.340118
- orbital gap (eV) = 9.26
- LUMO level (eV) = -0.5



An isolated ion of composition C4H9N2O2 and charge -1 in a non-equilibrium geometry, computed with the ωB97M-V functional and the def2-TZVPD basis.

The geometry in XYZ format:
```
17
Properties=species:S:1:pos:R:3:mulliken_charge:R:1
C 2.230 -0.854 -0.050 -0.723
N 1.552 0.309 -0.697 -0.347
C 0.754 1.104 0.289 -0.568
N -0.519 0.472 0.728 -0.262
C -1.593 0.552 -0.306 -0.246
C -2.670 -0.608 0.071 0.392
O -3.319 -1.258 -0.836 -0.706
O -2.909 -0.984 1.398 -0.738
H 3.026 -1.339 -0.709 0.262
H 2.722 -0.589 0.957 0.249
H 1.425 -1.639 0.176 0.266
H 0.974 -0.049 -1.469 0.274
H 1.434 1.218 1.221 0.292
H 0.618 2.182 -0.104 0.230
H -0.348 -0.527 0.906 0.230
H -1.219 0.467 -1.386 0.210
H -2.157 1.541 -0.189 0.186
```

Values from the calculation:
- SMILES = CNCNCC(=O)[O-]
- total charge = -1
- E_tot (hartree) = -417.790902
- orbital gap (eV) = 7.15
- LUMO level (eV) = 3.6
- energy relative to the best compared isomer or geometry (same formula, charge and spin) (kJ/mol) = 240.83



H3N3O2 as an isolated structure in a non-equilibrium geometry, computed with the ωB97M-V functional and the def2-TZVPD basis.

The geometry in XYZ format:
```
8
Properties=species:S:1:pos:R:3:mulliken_charge:R:1
N 0.065 -0.837 0.079 -0.376
N 0.004 1.018 -0.397 -0.455
N 0.533 1.841 0.512 1.146
O 0.431 1.676 1.671 -0.625
O 1.128 2.781 0.109 -0.591
H 0.315 -0.579 1.086 0.334
H -0.871 -1.035 -0.175 0.266
H 0.634 1.093 -1.163 0.300
```

Values from the calculation:
- E_tot (hartree) = -316.323726
- orbital gap (spin up / spin down) (eV) = 9.90 / 9.90
- LUMO level (spin up / spin down) (eV) = -1.0 / -1.0
- energy relative to the best compared isomer or geometry (same formula, charge and spin) (kJ/mol) = 218.18



Which formula does entry 3 have? C8H7CaNO4



E_tot of number 6 (H3N3O2)? -316.323726 hartree